(1)
144
Properties=species:S:1:pos:R:3 method="wB97M-V/def2-TZVPD" total_charge=+1 total_energy_ha=-2405.80475 max_force_ev_per_a=4.07 e_lumo_ev="-2.244 / -8.919" relative_energy_kcal_mol=10.6 multiplicity=2 gap_ev="9.435 / 2.759" homo_energy_ha="-0.429 / -0.429"
C -3.29 0.36 3.56
O -3.92 -0.88 3.73
H -3.83 1.11 4.14
H -2.27 0.32 3.93
H -3.27 0.65 2.51
H -4.80 -0.97 3.35
C -1.84 4.27 -2.15
O -1.95 5.32 -3.11
H -1.17 4.67 -1.39
H -2.78 4.00 -1.65
H -1.32 3.33 -2.37
H -2.65 5.90 -2.79
C 1.26 1.76 -4.23
O 0.73 0.43 -3.75
H 1.45 1.68 -5.30
H 0.53 2.56 -4.17
H 2.16 2.11 -3.74
H 0.35 0.60 -2.89
C 0.02 -4.66 -1.02
O -0.73 -3.72 -1.72
H 0.72 -4.20 -0.32
H -0.69 -5.19 -0.39
H 0.51 -5.29 -1.76
H -0.01 -3.36 -2.26
C 1.48 -0.50 -0.06
C 0.06 0.02 -0.38
C -0.89 0.00 0.78
O 0.09 1.29 -0.97
H 1.91 0.12 0.73
H 2.21 -0.34 -0.86
H 1.47 -1.52 0.30
H -0.51 -0.70 -0.98
H -1.81 0.52 0.53
H -0.59 0.62 1.63
H -1.13 -0.98 1.18
H 0.32 1.89 -0.26
C -5.07 -4.93 0.48
C -4.05 -3.99 -0.25
C -3.29 -3.15 0.72
O -3.12 -4.80 -0.88
H -4.50 -5.62 1.10
H -5.49 -5.53 -0.32
H -5.70 -4.37 1.17
H -4.70 -3.42 -0.91
H -2.28 -3.50 0.96
H -3.83 -3.04 1.66
H -3.28 -2.19 0.20
H -2.25 -4.39 -0.98
C -2.86 -1.11 -3.30
C -3.00 -0.36 -4.61
C -3.65 1.04 -4.78
O -1.83 -0.50 -5.38
H -3.90 -1.25 -3.00
H -2.36 -0.57 -2.50
H -2.45 -2.10 -3.49
H -3.83 -0.85 -5.12
H -3.03 1.85 -4.38
H -4.61 1.09 -4.27
H -3.86 1.27 -5.82
H -1.06 -0.24 -4.88
C 2.43 -2.17 -5.25
C 1.14 -2.81 -4.72
C 1.26 -4.37 -4.77
O 1.10 -2.40 -3.43
H 3.19 -2.45 -4.51
H 2.48 -1.08 -5.23
H 2.72 -2.54 -6.23
H 0.25 -2.40 -5.20
H 1.07 -4.67 -5.80
H 0.66 -4.98 -4.10
H 2.28 -4.56 -4.44
H 1.20 -1.45 -3.39
C 5.95 2.81 1.29
C 5.25 1.54 1.79
C 5.95 1.09 3.08
O 3.96 2.11 2.00
H 6.93 2.64 0.84
H 6.20 3.47 2.12
H 5.50 3.36 0.46
H 5.39 0.77 1.03
H 5.68 0.10 3.45
H 5.92 1.85 3.86
H 7.03 1.06 2.97
H 3.52 1.44 2.52
C 2.76 5.45 0.51
C 2.04 4.34 -0.31
C 2.99 3.63 -1.29
O 1.61 3.40 0.60
H 3.02 6.36 -0.04
H 3.72 5.02 0.81
H 2.36 5.77 1.48
H 1.22 4.80 -0.88
H 3.50 4.18 -2.07
H 2.38 2.87 -1.77
H 3.69 3.07 -0.67
H 2.40 3.18 1.09
C -1.81 3.93 1.88
C -1.13 4.33 3.13
C -2.10 4.28 4.31
O -0.16 3.24 3.26
H -2.71 4.42 1.51
H -2.13 2.89 2.00
H -1.13 3.92 1.02
H -0.63 5.29 3.01
H -2.56 3.30 4.37
H -2.80 5.12 4.33
H -1.51 4.55 5.19
H 0.24 3.19 2.39
C 4.51 -4.18 1.33
C 5.01 -2.75 1.05
C 4.98 -2.30 -0.44
O 3.98 -1.92 1.65
H 5.38 -4.74 0.98
H 3.57 -4.41 0.84
H 4.50 -4.21 2.42
H 5.97 -2.48 1.51
H 5.79 -2.80 -0.98
H 4.91 -1.23 -0.63
H 4.02 -2.58 -0.87
H 3.73 -2.13 2.55
C -6.31 -0.56 -0.26
C -5.55 0.72 0.27
C -5.82 1.99 -0.61
O -5.92 0.93 1.62
H -6.07 -1.49 0.27
H -6.04 -0.76 -1.29
H -7.38 -0.38 -0.14
H -4.54 0.32 0.20
H -5.16 2.84 -0.44
H -6.87 2.18 -0.37
H -5.47 1.76 -1.62
H -6.00 0.07 2.04
C 1.35 -1.01 3.77
C 2.37 -1.46 4.87
C 1.64 -1.83 6.14
O 3.08 -2.54 4.37
H 1.84 -0.84 2.81
H 1.05 -0.04 4.17
H 0.52 -1.73 3.74
H 3.11 -0.69 5.11
H 1.44 -1.04 6.86
H 2.30 -2.54 6.64
H 0.70 -2.36 5.98
H 3.20 -3.22 5.05

=====

(2)
159
Properties=species:S:1:pos:R:3 method="wB97M-V/def2-TZVPD" total_charge=+2 total_energy_ha=-3703.14478 max_force_ev_per_a=3.48 e_lumo_ev="-4.982 / -5.257" multiplicity=2 gap_ev="6.725 / 6.450" homo_energy_ha="-0.430 / -0.430"
Hf 8.02 -20.03 -22.10
P 5.62 -18.16 -24.46
F 5.12 -17.40 -23.14
F 6.00 -16.68 -25.15
F 7.06 -18.35 -23.71
F 6.33 -18.86 -25.75
F 5.43 -19.58 -23.74
F 4.10 -18.25 -25.07
C 2.65 -18.85 -21.27
O 3.44 -20.00 -21.24
H 1.59 -18.98 -21.04
H 3.10 -18.10 -20.63
H 2.72 -18.51 -22.31
H 2.77 -20.69 -21.24
C 4.97 -23.90 -24.59
O 5.38 -22.55 -24.33
H 4.48 -23.98 -25.56
H 5.75 -24.65 -24.66
H 4.25 -24.35 -23.90
H 4.61 -22.09 -24.68
C 4.11 -14.18 -22.78
C 3.42 -14.57 -21.46
C 4.03 -14.17 -20.09
O 5.36 -14.67 -19.95
C 5.87 -14.57 -18.60
N 2.06 -14.05 -21.47
H 5.07 -14.68 -22.95
H 4.25 -13.10 -22.84
H 3.52 -14.47 -23.65
H 3.24 -15.65 -21.48
H 3.50 -14.62 -19.25
H 4.08 -13.10 -19.91
H 5.47 -15.39 -18.00
H 5.54 -13.66 -18.10
H 6.95 -14.70 -18.68
H 1.55 -14.58 -22.17
H 1.68 -14.34 -20.59
C 0.64 -16.70 -30.43
C 1.49 -15.53 -29.82
C 3.01 -15.78 -30.04
O 3.51 -16.93 -29.37
C 3.30 -17.00 -27.97
N 1.08 -14.32 -30.57
H -0.39 -16.56 -30.11
H 1.01 -17.65 -30.05
H 0.70 -16.67 -31.52
H 1.26 -15.43 -28.76
H 3.50 -14.86 -29.74
H 3.20 -15.90 -31.11
H 2.32 -17.35 -27.64
H 3.49 -16.03 -27.52
H 3.94 -17.82 -27.64
H 0.07 -14.38 -30.63
H 1.38 -14.40 -31.53
C 2.02 -21.21 -24.39
C 2.29 -21.18 -25.89
C 1.64 -20.08 -26.73
O 0.20 -20.20 -26.68
C -0.50 -19.04 -27.06
N 3.75 -21.08 -25.90
H 0.94 -21.06 -24.30
H 2.50 -20.34 -23.94
H 2.37 -22.13 -23.93
H 1.94 -22.11 -26.33
H 1.98 -20.13 -27.76
H 1.88 -19.10 -26.32
H -0.07 -18.12 -26.67
H -1.55 -19.18 -26.78
H -0.49 -18.99 -28.15
H 3.95 -20.13 -25.60
H 4.09 -21.14 -26.85
C 5.74 -13.01 -27.79
C 6.97 -13.48 -28.53
C 7.41 -14.89 -28.11
O 8.64 -15.31 -28.81
C 9.82 -14.72 -28.38
N 6.57 -13.43 -29.93
H 5.35 -12.02 -28.03
H 6.03 -12.82 -26.75
H 4.93 -13.74 -27.87
H 7.75 -12.76 -28.31
H 6.60 -15.56 -28.39
H 7.48 -15.04 -27.03
H 9.98 -14.82 -27.31
H 9.75 -13.64 -28.48
H 10.67 -15.16 -28.90
H 6.94 -12.69 -30.51
H 7.05 -14.23 -30.32
C -1.38 -15.64 -21.52
C -1.26 -14.72 -22.71
C -0.47 -15.33 -23.87
O 0.83 -15.70 -23.41
C 1.68 -16.32 -24.38
N -2.66 -14.43 -23.08
H -0.43 -16.00 -21.11
H -1.97 -16.52 -21.75
H -1.87 -15.16 -20.67
H -0.74 -13.81 -22.41
H -0.37 -14.60 -24.67
H -1.01 -16.16 -24.33
H 1.33 -17.26 -24.81
H 2.58 -16.60 -23.85
H 2.01 -15.65 -25.18
H -2.74 -13.81 -23.87
H -3.05 -13.87 -22.34
C 8.16 -22.61 -25.83
C 8.61 -21.23 -25.43
C 8.81 -20.20 -26.56
O 9.18 -19.01 -25.92
C 9.23 -17.88 -26.72
N 7.63 -20.77 -24.43
H 7.96 -23.21 -24.94
H 8.92 -23.11 -26.43
H 7.23 -22.50 -26.39
H 9.58 -21.27 -24.93
H 7.90 -20.19 -27.16
H 9.57 -20.56 -27.26
H 8.38 -17.62 -27.34
H 10.09 -17.84 -27.40
H 9.31 -17.00 -26.08
H 6.89 -21.45 -24.49
H 7.11 -20.13 -25.01
C 12.13 -18.83 -24.11
C 11.05 -19.50 -23.21
C 11.34 -19.57 -21.68
O 10.29 -20.17 -21.00
C 10.73 -20.60 -19.67
N 9.73 -18.83 -23.36
H 11.70 -18.55 -25.07
H 13.09 -19.31 -24.26
H 12.46 -17.88 -23.68
H 10.98 -20.50 -23.64
H 11.57 -18.63 -21.20
H 12.26 -20.13 -21.52
H 10.90 -19.79 -18.97
H 11.64 -21.19 -19.76
H 10.04 -21.21 -19.08
H 9.80 -18.86 -24.36
H 9.97 -17.85 -23.27
C 7.33 -22.23 -19.72
C 6.10 -22.37 -20.63
O 6.36 -21.79 -21.98
O 7.77 -20.85 -19.84
H 8.10 -22.89 -20.13
H 7.10 -22.48 -18.69
H 5.22 -21.95 -20.14
H 5.86 -23.43 -20.76
H 5.75 -22.21 -22.59
H 7.93 -20.57 -18.94
C 6.13 -17.99 -20.24
C 7.30 -17.18 -20.70
O 8.46 -18.05 -20.84
O 6.01 -19.09 -21.15
H 5.29 -17.31 -20.07
H 6.34 -18.31 -19.22
H 7.51 -16.39 -19.97
H 7.11 -16.61 -21.61
H 9.13 -17.55 -20.36
H 5.13 -19.44 -20.97

=====

What is the multiplicity in the first record?
2